A molecular structure, C53H57BF5N11O3Pd. Source: the Open Molecules 2025 dataset; level of theory: ωB97M-V with the def2-TZVPD basis set.

Atoms and positions in Å:
Pd  0.8624  -0.1644  -0.6535
C  -1.8285  -1.7847  1.4266
C  -1.3418  -1.0698  2.6749
C  -2.4290  -0.1252  3.2005
C  -0.0218  -0.3382  2.6123
C  0.6069  0.0832  3.7812
C  1.7609  0.7361  3.4049
C  2.7456  1.4166  4.3085
C  2.0771  2.6018  5.0101
C  3.3129  0.4240  5.3260
N  1.8236  0.6985  2.0607
N  0.7243  0.0571  1.5665
B  2.8871  1.2820  1.1170
N  3.5324  0.1399  0.2727
N  2.7892  -0.4388  -0.7003
C  3.5288  -1.2762  -1.4302
C  4.8155  -1.2323  -0.9001
C  4.7899  -0.3464  0.1642
C  5.9698  0.0137  1.0203
C  6.5141  1.4033  0.6861
C  5.7210  -0.1714  2.5154
C  3.0119  -2.0362  -2.6173
C  1.8255  -1.3387  -3.2861
C  4.1407  -2.2383  -3.6312
N  2.1585  2.2711  0.1422
N  1.3849  1.7379  -0.8428
C  1.0480  2.6910  -1.7197
C  1.5645  3.8877  -1.2474
C  2.2537  3.6000  -0.0770
C  2.8151  4.6840  0.8111
C  3.9199  4.3509  1.8022
C  1.6317  5.3283  1.5508
C  0.3181  2.4391  -3.0040
C  1.2738  2.6136  -4.1903
C  -0.8740  3.3872  -3.1454
H  -2.6388  -2.4637  1.6973
H  -1.0263  -2.3503  0.9637
H  -2.2272  -1.0847  0.6952
H  -1.1740  -1.8375  3.4369
H  -2.6012  0.6836  2.4890
H  -2.1550  0.3229  4.1534
H  -3.3650  -0.6673  3.3387
H  0.2479  -0.0704  4.7836
H  3.5666  1.8030  3.7073
H  1.2973  2.2578  5.6909
H  1.6200  3.2881  4.2957
H  2.8117  3.1556  5.5937
H  2.5359  0.0929  6.0159
H  4.0992  0.8966  5.9137
H  3.7309  -0.4563  4.8391
H  3.7296  1.8418  1.7109
H  5.6747  -1.7811  -1.2404
H  6.7322  -0.7133  0.7270
H  5.7969  2.1782  0.9535
H  6.7384  1.4955  -0.3761
H  7.4312  1.5873  1.2441
H  5.0819  0.6126  2.9131
H  6.6678  -0.1284  3.0525
H  5.2575  -1.1354  2.7258
H  2.6980  -3.0193  -2.2524
H  2.0326  -0.2737  -3.4220
H  0.8824  -1.4703  -2.7449
H  1.6573  -1.7486  -4.2828
H  4.5045  -1.2798  -4.0048
H  3.7797  -2.8203  -4.4776
H  4.9823  -2.7750  -3.1976
H  1.4753  4.8575  -1.7058
H  3.2158  5.4223  0.1106
H  3.5634  3.7062  2.6038
H  4.2545  5.2817  2.2593
H  4.7831  3.8868  1.3299
H  1.1578  4.6003  2.2127
H  0.8778  5.7028  0.8601
H  1.9821  6.1608  2.1594
H  -0.0356  1.4032  -3.0040
H  1.6828  3.6241  -4.2008
H  0.7441  2.4524  -5.1288
H  2.1094  1.9172  -4.1447
H  -0.5286  4.4046  -3.3328
H  -1.4819  3.4186  -2.2395
H  -1.5001  3.0939  -3.9882
C  -1.6281  -7.5885  0.4635
C  -2.5638  -7.1156  -0.6333
C  -4.0275  -7.2588  -0.2533
C  -4.9025  -6.9478  -1.4509
C  -4.5495  -5.6108  -2.0297
C  -5.4622  -4.9256  -2.8122
C  -5.1361  -3.6893  -3.3415
F  -6.0301  -3.0593  -4.0910
C  -3.9174  -3.0798  -3.1014
C  -3.0002  -3.7368  -2.3050
C  -1.7018  -3.0843  -2.0223
O  -1.4070  -1.9909  -2.4844
C  -0.7912  -3.8390  -1.1706
C  -1.1513  -5.1214  -0.7753
N  -2.3195  -5.6857  -1.0477
C  -3.2984  -5.0134  -1.7863
C  0.5961  -3.4074  -0.7464
O  1.3968  -4.3302  -0.7283
O  0.8454  -2.2150  -0.3804
H  -1.9498  -8.5871  0.7541
H  -1.6857  -6.9502  1.3461
H  -0.5918  -7.6721  0.1429
H  -2.3786  -7.6928  -1.5464
H  -4.2533  -6.5925  0.5838
H  -4.1943  -8.2789  0.0882
H  -5.9603  -6.9630  -1.1895
H  -4.7595  -7.7141  -2.2194
H  -6.4366  -5.3484  -3.0165
H  -3.6807  -2.1192  -3.5328
H  -0.4273  -5.7029  -0.2310
F  -2.2360  2.7156  0.6614
C  -3.3800  3.1766  0.1530
C  -3.9632  4.2711  0.7503
F  -3.3518  4.7862  1.8065
C  -5.1598  4.8240  0.2684
C  -5.7229  4.2024  -0.8504
C  -5.1330  3.1018  -1.4527
F  -5.7267  2.5747  -2.5098
C  -3.9414  2.5486  -0.9689
C  -3.3116  1.4218  -1.6101
C  -2.0901  0.8734  -1.1561
N  -1.1009  0.4034  -0.8073
C  -3.8100  0.7795  -2.7611
N  -4.1410  0.2196  -3.7131
F  -6.8457  4.6490  -1.3825
C  -5.7810  5.9901  0.8990
C  -5.1869  6.6584  1.9859
N  -4.7229  7.2428  2.8655
C  -7.0050  6.5233  0.4592
N  -8.0056  6.9991  0.1371

Atomic forces in eV per Å
Pd 0.521 -0.142 0.360
C 0.036 -0.027 -0.045
C -0.011 0.015 0.020
C 0.009 -0.028 0.012
C -0.046 -0.017 -0.113
C 0.023 0.011 -0.002
C -0.014 0.021 0.012
C 0.040 -0.006 -0.010
C -0.013 0.001 0.012
C -0.008 0.022 -0.006
N -0.024 0.002 0.038
N 0.142 -0.026 0.088
B -0.037 -0.041 -0.014
N 0.043 0.108 -0.130
N -0.033 -0.085 0.111
C 0.011 0.017 0.001
C -0.095 -0.043 0.003
C -0.074 0.088 0.041
C 0.034 -0.018 -0.042
C -0.014 0.011 0.029
C 0.010 -0.029 -0.004
C 0.079 -0.065 -0.019
C 0.051 0.088 -0.062
C -0.010 0.001 0.032
N 0.057 0.047 -0.015
N -0.046 0.062 -0.185
C -0.043 -0.046 0.060
C 0.052 -0.036 -0.099
C 0.018 -0.052 0.065
C -0.022 -0.012 -0.008
C 0.028 0.020 0.002
C 0.017 -0.007 0.011
C -0.010 -0.041 0.005
C -0.020 0.001 0.023
C 0.004 0.004 -0.004
H 0.001 -0.015 0.014
H -0.001 -0.035 -0.004
H -0.006 0.003 -0.036
H -0.031 0.028 -0.001
H -0.013 0.055 -0.054
H 0.015 0.010 0.012
H -0.014 -0.010 -0.006
H -0.013 -0.018 0.052
H 0.000 -0.028 -0.025
H -0.016 0.000 -0.002
H 0.013 0.014 -0.013
H 0.013 0.007 0.028
H -0.019 -0.019 0.005
H 0.005 0.017 0.021
H 0.020 -0.009 -0.014
H 0.007 -0.015 0.022
H 0.035 -0.001 -0.027
H -0.012 0.020 0.000
H 0.010 -0.021 -0.009
H 0.005 0.001 -0.022
H 0.023 0.004 0.015
H -0.037 0.037 0.019
H 0.017 0.009 0.007
H -0.007 -0.029 0.002
H 0.024 0.053 -0.041
H -0.006 0.032 -0.002
H 0.052 0.060 -0.049
H -0.031 -0.055 0.028
H 0.002 0.014 -0.014
H -0.006 -0.011 -0.013
H 0.010 -0.024 0.007
H -0.004 0.031 -0.016
H -0.021 0.012 0.024
H 0.002 0.027 0.018
H 0.020 0.014 0.000
H -0.020 0.002 -0.010
H -0.012 -0.014 0.014
H -0.022 0.002 -0.019
H 0.006 0.021 0.010
H -0.019 -0.009 0.015
H -0.006 0.018 -0.009
H -0.013 -0.015 -0.011
H 0.039 -0.031 0.024
H 0.004 0.016 0.009
H -0.023 -0.016 0.013
H -0.017 -0.001 -0.017
C -0.020 0.015 -0.010
C 0.006 -0.008 -0.044
C 0.014 -0.006 0.013
C -0.013 -0.007 0.005
C -0.072 0.047 -0.058
C 0.027 -0.034 0.021
C -0.090 0.065 -0.060
F 0.076 -0.060 0.057
C 0.088 -0.060 -0.004
C 0.016 0.041 -0.038
C 0.061 0.006 0.047
O -0.069 0.056 0.076
C -0.168 -0.071 -0.025
C 0.122 0.123 0.017
N -0.127 -0.042 -0.024
C 0.081 -0.056 0.059
C 0.138 -0.020 0.033
O 0.041 -0.036 -0.082
O -0.424 0.100 0.007
H 0.006 -0.002 -0.001
H -0.008 0.009 0.016
H 0.015 -0.002 -0.008
H 0.000 0.012 0.016
H -0.009 -0.001 0.015
H 0.004 -0.003 0.001
H 0.009 0.003 0.006
H -0.014 -0.013 -0.009
H -0.025 -0.004 -0.009
H -0.028 0.054 -0.012
H 0.005 -0.012 0.036
F -0.064 0.016 -0.029
C 0.048 0.031 0.031
C 0.020 -0.055 0.003
F -0.027 -0.024 -0.052
C -0.020 0.028 0.004
C 0.008 -0.041 -0.035
C -0.059 0.029 0.024
F 0.020 0.023 0.045
C 0.050 0.043 -0.002
C 0.092 -0.081 0.115
C 0.193 0.013 0.267
N -0.515 -0.008 -0.457
C 0.000 0.062 -0.050
N -0.027 -0.062 -0.036
F 0.030 -0.002 0.022
C 0.026 -0.062 -0.015
C -0.004 -0.010 -0.079
N 0.032 0.056 0.105
C 0.062 -0.030 0.019
N -0.116 0.049 -0.031

Output
- strongest force on any atom (eV/A) = 0.69
- frontier orbital gap (spin up / spin down) (eV) = 7.072 / 4.940
- E_tot (Eh) = -3533.34632
- ΔE to the lowest compared entry with this formula, charge and spin (kcal per mole) = 11.4
- net charge = +2
- 2S+1 = 5